This record from OMol25 describes the ion C6H17N2 with charge +1 at a distorted geometry. The level of theory is ωB97M-V/def2-TZVPD.

Atoms and positions in Å:
H (2.2014, -1.9641, -2.0469)
H (0.7762, -0.2810, -2.7541)
C (-1.5216, -0.4814, -0.2398)
H (0.8465, 0.0756, -1.1276)
H (2.1593, 0.6234, 0.6711)
H (0.6868, -2.8093, -1.9173)
H (1.4966, -2.1257, -0.5021)
C (0.1054, 1.6587, 2.5524)
H (-1.9416, 0.8599, 1.3490)
C (0.2149, 0.6908, 1.3588)
H (-1.2840, 1.6726, 0.0655)
C (1.2417, -1.9390, -1.5526)
H (-1.4222, -0.1739, -2.4119)
H (-1.2225, -1.3694, 0.3250)
H (-0.1058, 1.0944, 3.4743)
C (-1.1415, 0.7409, 0.6260)
N (0.5567, -0.6798, -1.8535)
N (1.2966, 1.1140, 0.4600)
H (0.9613, 2.2497, 2.6979)
H (1.4115, 2.1093, 0.4888)
H (-0.8336, 2.2164, 2.6144)
H (-2.5816, -0.4093, -0.4350)
C (-0.9251, -0.7682, -1.6614)
H (-1.3393, -1.7621, -1.7860)
H (0.3639, -0.3425, 1.6050)

Atomic forces in eV per Å
0.247 0.172 -0.305
0.134 -0.286 -0.459
1.821 0.429 -0.154
0.205 -0.396 -0.492
0.083 0.555 0.244
-0.124 0.412 0.010
-0.636 0.623 -0.052
-1.773 -1.955 1.276
-0.058 -0.446 0.422
-1.295 1.816 -0.543
0.544 0.019 -0.178
1.120 -1.377 -0.195
0.163 0.529 -0.216
-0.718 -0.052 0.272
0.791 -0.202 -0.047
-0.307 0.042 -0.803
-0.832 0.953 2.311
-0.185 -1.609 -0.987
1.004 0.847 0.204
0.306 0.335 -0.081
0.354 0.601 -0.959
-0.344 -0.515 0.154
-1.681 0.434 0.712
0.786 -0.454 -0.726
0.394 -0.478 0.593

Its net charge is +1. The calculation puts the highest occupied orbital energy at -13.552 eV. The HOMO-LUMO gap is 10.74 eV. Its structure (SMILES) is C[NH2+]CCC[C@H](C)N. The value obtained for the energy above the lowest of the compared OMol25 structures with the same formula, charge and spin is 0.821 eV. The LUMO energy comes out at -2.81 eV. The spin multiplicity is 1. As for the max |F|: 2.93 eV/Å. The molar mass comes out at 117.22 g mol⁻¹.

=====

This record from OMol25 describes a cluster of 2 separate species, C3H7FO2S in total at a distorted geometry. The level of theory is ωB97M-V/def2-TZVPD.

Atoms and positions in Å:
S (3.3137, 1.2336, 1.2028)
H (1.0425, -0.0570, -0.5170)
H (-2.0351, -1.7047, -0.1379)
F (3.8218, 0.4012, 2.6006)
O (4.0966, 2.6218, 1.5573)
H (-1.7455, -0.9623, 1.4305)
H (5.0510, 2.6144, 1.4319)
H (0.3138, 1.5019, -1.1324)
C (0.1616, 0.5561, -0.6397)
H (-0.4016, -1.7183, 0.5520)
C (-1.0314, 0.1692, -0.2278)
O (4.0156, 0.5900, 0.1423)
C (-1.3118, -1.1318, 0.4443)
H (-1.8904, 0.8108, -0.3768)

Atomic forces in eV per Å
1.388 0.350 1.775
0.062 -0.042 -0.050
-0.148 -0.253 0.046
-0.514 0.801 -1.362
-1.248 -0.515 0.010
-0.117 -0.161 0.212
0.351 -0.409 -0.168
0.111 0.070 -0.079
9.343 2.917 -3.117
0.017 -0.121 0.060
-9.592 -3.089 3.315
-0.003 -0.212 -0.234
0.362 0.663 -0.416
-0.013 0.001 0.009

Its net charge is 0. The calculation puts the highest occupied orbital energy (alpha / beta) at -5.119 / -11.633 eV. The HOMO-LUMO gap (alpha / beta) is 5.67 / 9.53 eV. The value obtained for the energy above the lowest of the compared OMol25 structures with the same formula, charge and spin is 0.789 eV. Its expectation value of S² is 2.01. The LUMO energy (alpha / beta) comes out at 0.55 / -2.11 eV. The spin multiplicity is 3. As for the max |F|: 10.61 eV/Å. The molar mass comes out at 126.15 g mol⁻¹.

=====

This record from OMol25 describes a structure of composition C25H33IrN5O5PS. The level of theory is ωB97M-V/def2-TZVPD.

Atoms and positions in Å:
H (2.9187, 5.0992, -2.1595)
N (1.3333, -1.1528, 3.9723)
C (-0.7784, 1.5527, -2.5885)
H (-0.1089, 4.3948, 2.7028)
O (1.6407, -0.9023, -2.2794)
H (-2.3486, 0.7828, 0.1814)
C (-2.0982, 1.9128, -2.6127)
H (1.7159, -0.4411, 1.7483)
C (-0.1098, 1.4670, -3.8405)
N (-0.7780, -3.7207, -1.6610)
O (2.7168, -0.6980, -0.1776)
C (1.7644, 3.3616, -1.6592)
C (-3.3250, -4.5102, -2.2686)
H (-1.7537, -0.9122, 1.7044)
H (-2.9822, -5.2570, -1.5543)
C (-1.8665, 1.6062, 0.7009)
C (-1.7933, -1.8593, 2.2358)
H (-0.1778, 1.7146, -5.9956)
C (-2.7454, 2.2345, -3.8619)
H (-4.4062, -4.5306, -2.3341)
S (2.9401, -0.4760, -1.6341)
H (-0.1871, -0.5808, 5.3149)
H (0.8677, 3.9424, -1.4783)
H (0.9244, 1.1437, -3.8715)
C (-2.0689, 2.1594, -5.0920)
C (2.9284, 1.2702, -1.8011)
C (0.8807, -0.7711, 5.3184)
H (4.9723, 1.3416, -2.4088)
C (-0.7563, 1.7805, -5.0834)
N (0.8563, -0.9826, 1.7063)
H (-1.4160, -3.7933, 3.8374)
H (-2.6847, 2.0035, -1.7087)
H (-1.7867, -2.6977, 1.5338)
H (1.1194, -1.5402, 6.0515)
C (-0.6053, 3.6172, 2.1380)
C (2.7706, -0.9786, 3.7438)
C (4.0820, 3.3070, -2.3052)
C (0.0292, 3.0621, 1.0336)
H (1.0192, 3.4051, 0.7693)
H (-2.8918, -4.6507, -3.2580)
O (-1.5751, -1.7006, -1.0151)
H (-1.4780, -2.5307, 5.0788)
P (0.1757, 1.1742, -1.0620)
N (0.5230, -3.2592, -1.3939)
C (-1.8720, 3.1904, 2.5070)
O (4.1024, -1.0571, -2.1955)
H (-3.7805, 2.5534, -3.8340)
C (2.9260, 4.0231, -2.0511)
H (1.0542, -3.9797, -0.9105)
C (4.0839, 1.9192, -2.1884)
H (4.9824, 3.8233, -2.6094)
H (1.3956, 0.1498, 5.5902)
O (-3.0052, -3.1735, -1.7795)
C (-2.5016, 2.1788, 1.7903)
H (-2.3691, 3.6415, 3.3553)
C (-0.6065, 2.0638, 0.2974)
H (-0.8916, -4.5774, -2.1828)
C (-1.7890, -2.8408, -1.4784)
H (1.0090, -3.0128, -2.2576)
C (0.4793, -1.3651, 2.9661)
H (0.0764, -3.2738, 4.6280)
Ir (0.4631, -1.2470, -0.2297)
C (-0.8886, -2.9393, 4.2599)
H (3.3001, -1.3930, 4.5997)
H (-2.5838, 2.4104, -6.0091)
N (-0.6973, -1.9578, 3.1813)
C (1.7512, 1.9779, -1.4988)
H (3.0318, 0.0778, 3.6527)
H (3.0918, -1.5278, 2.8612)
H (-2.7333, -1.8880, 2.7860)
H (-3.4855, 1.8364, 2.0831)

Atomic forces in eV per Å
-0.010 0.003 0.003
-0.055 0.056 -0.010
-0.177 -0.151 -0.037
0.003 0.003 -0.001
0.010 -0.121 0.078
0.005 0.013 -0.046
-0.020 0.164 -0.147
-0.013 -0.011 0.002
-0.032 -0.042 -0.180
0.026 0.051 0.041
0.212 -0.170 -0.065
0.015 0.099 -0.034
0.013 0.099 0.021
0.035 0.000 -0.065
-0.012 -0.020 -0.013
-0.037 -0.046 0.036
-0.052 0.049 -0.022
-0.021 0.004 -0.014
0.107 -0.046 0.235
0.010 -0.006 -0.010
-0.179 -0.128 0.074
-0.046 -0.008 0.010
-0.010 -0.007 0.000
0.004 0.002 0.013
0.091 -0.004 -0.022
-0.072 0.187 0.093
-0.021 -0.140 -0.071
-0.001 -0.006 0.004
0.017 -0.024 0.169
0.076 0.137 0.631
-0.005 -0.011 0.026
0.023 -0.010 0.031
-0.014 0.004 -0.020
-0.002 0.000 0.004
-0.005 0.004 -0.048
-0.034 -0.068 -0.018
0.020 0.012 -0.020
0.023 -0.005 0.046
0.011 -0.003 -0.002
-0.005 -0.030 -0.002
-0.019 -0.074 -0.173
-0.014 -0.001 0.012
0.098 0.026 0.295
-0.020 -0.111 -0.056
-0.006 -0.001 -0.003
0.070 0.129 -0.022
-0.013 -0.017 -0.014
-0.053 -0.055 0.015
-0.048 -0.031 0.041
0.020 0.003 -0.061
0.014 -0.023 0.004
0.008 -0.013 0.028
0.042 -0.091 0.035
-0.009 0.008 -0.021
0.002 -0.004 0.008
-0.015 0.035 -0.022
-0.012 -0.014 -0.002
-0.043 0.045 -0.083
0.040 -0.009 0.000
0.145 -0.099 -0.184
0.007 0.002 0.044
-0.345 0.278 -0.431
0.069 0.119 -0.040
-0.005 0.037 0.011
0.016 -0.001 -0.012
0.113 0.029 0.091
0.035 -0.004 -0.131
0.019 0.010 -0.007
0.009 0.017 -0.001
0.017 -0.023 0.003
-0.002 0.002 0.004

Its net charge is +3. The calculation puts the highest occupied orbital energy (alpha / beta) at -16.366 / -17.094 eV. The HOMO-LUMO gap (alpha / beta) is 7.74 / 4.62 eV. The value obtained for the energy above the lowest of the compared OMol25 structures with the same formula, charge and spin is 0.000 eV. Its expectation value of S² is 8.78. The LUMO energy (alpha / beta) comes out at -8.62 / -12.47 eV. The spin multiplicity is 6. As for the max |F|: 0.65 eV/Å. The molar mass comes out at 738.83 g mol⁻¹.